[1]
Molecular formula: C12H17NO2
Method: DFT, ωB97M-V with the def2-TZVPD basis set

Properties
energy above the lowest of the compared OMol25 structures with the same formula, charge and spin = 303.5 kcal/mol
LUMO level = 0.0211 hartree
multiplicity = 1
calculated total energy = -672.2015 a.u.
gap between HOMO and LUMO = 8.537 eV

Atoms and positions in Å:
C -0.444 -0.687 -3.295
C 0.597 -0.022 -2.261
C 0.069 1.415 -1.669
C -1.001 1.138 -0.698
C -0.954 0.386 0.533
C -0.408 1.091 1.623
C -0.185 0.473 2.767
C -0.420 -0.961 2.679
C -0.765 -2.942 3.687
C -0.888 -1.637 1.612
C -1.366 -0.933 0.478
C 2.674 1.390 -0.676
H -1.134 -1.941 -2.998
H 0.486 -1.049 -4.397
H -1.457 0.322 -3.537
H 1.524 0.138 -2.748
H 0.426 -0.691 -1.277
H -0.317 1.830 -2.562
H -1.553 2.151 -0.557
H -1.658 0.754 -1.497
H -0.166 2.006 1.288
H 0.070 1.004 3.680
H 0.179 -3.558 4.105
H -1.984 -3.117 4.354
H -1.600 -1.308 -0.735
H 1.296 3.025 -1.734
H 3.280 2.270 -0.347
H 2.653 0.628 0.333
H 3.237 1.086 -1.581
N 1.307 2.074 -0.833
O -0.542 -1.442 4.021
O -0.957 -2.894 2.240



[2]
Molecular formula: C12H17NO6S
Method: DFT, ωB97M-V with the def2-TZVPD basis set

Properties
energy above the lowest of the compared OMol25 structures with the same formula, charge and spin = 0.0 kcal/mol
LUMO level = 0.0145 hartree
multiplicity = 1
calculated total energy = -1371.9149 a.u.
SMILES = CSCC[C@H](NC=C1C(=O)OC(C)(C)OC1=O)C(=O)O
gap between HOMO and LUMO = 9.294 eV

Atoms and positions in Å:
C -3.831 -3.429 -0.427
S -4.321 -1.886 0.390
C -3.081 -0.777 -0.371
C -3.265 0.632 0.169
C -2.221 1.599 -0.423
N -0.898 1.236 -0.006
C 0.123 1.025 -0.813
C 1.391 0.695 -0.388
C 1.714 0.624 1.026
O 0.930 0.882 1.918
O 2.979 0.281 1.347
C 3.790 -0.350 0.369
C 5.237 -0.180 0.822
C 3.394 -1.827 0.264
O 3.684 0.259 -0.902
C 2.457 0.593 -1.380
O 2.324 0.833 -2.553
C -2.595 3.013 0.034
O -3.473 3.660 -0.459
O -1.857 3.416 1.062
H -4.500 -4.202 -0.064
H -2.805 -3.671 -0.164
H -3.937 -3.321 -1.503
H -2.091 -1.165 -0.124
H -3.226 -0.806 -1.452
H -3.167 0.619 1.256
H -4.264 0.993 -0.080
H -2.281 1.575 -1.517
H -0.676 1.228 0.994
H -0.043 1.095 -1.883
H 5.898 -0.648 0.100
H 5.365 -0.634 1.799
H 5.469 0.879 0.885
H 2.361 -1.915 -0.068
H 4.039 -2.324 -0.455
H 3.496 -2.300 1.237
H -2.119 4.302 1.359



[3]
Molecular formula: C12H18AuO2Se2
Method: DFT, ωB97M-V with the def2-TZVPD basis set

Properties
energy above the lowest of the compared OMol25 structures with the same formula, charge and spin = 0.0 kcal/mol
total charge = +1
LUMO level (spin up / spin down) = -0.1092 / -0.2162 hartree
⟨S²⟩ = 2.02
multiplicity = 3
calculated total energy = -5556.8050 a.u.
gap between HOMO and LUMO (spin up / spin down) = 8.472 / 5.682 eV

Atoms and positions in Å:
Au -0.584 -0.863 0.869
C -4.383 -0.361 0.585
C -3.334 -0.306 1.667
C -3.087 0.866 2.374
C -2.119 0.918 3.375
C -1.377 -0.207 3.704
C -1.626 -1.416 3.041
C -2.597 -1.463 2.012
H -5.161 0.382 0.759
H -4.849 -1.345 0.534
H -3.948 -0.153 -0.396
H -3.668 1.753 2.144
H -1.949 1.846 3.908
H -0.642 -0.169 4.497
H -1.151 -2.329 3.377
H -2.883 -2.420 1.587
O 2.949 0.821 -3.749
C 3.373 -0.011 -2.669
C 2.311 0.102 -1.569
C 2.104 1.592 -1.248
O 1.096 2.185 -2.065
C 1.034 -0.533 -2.148
Se -0.617 0.162 -1.422
C 2.830 -0.681 -0.359
Se 1.880 -0.480 1.338
H 3.613 0.828 -4.444
H 4.326 0.337 -2.264
H 3.491 -1.052 -2.988
H 3.055 2.118 -1.352
H 1.767 1.709 -0.225
H 1.421 2.188 -2.974
H 1.025 -1.609 -1.981
H 0.969 -0.333 -3.211
H 3.837 -0.335 -0.111
H 2.896 -1.740 -0.595



[4]
Molecular formula: C12H18B2F8K2O9
Method: DFT, ωB97M-V with the def2-TZVPD basis set

Properties
energy above the lowest of the compared OMol25 structures with the same formula, charge and spin = 0.0 kcal/mol
LUMO level = -0.0379 hartree
multiplicity = 1
calculated total energy = -3194.3741 a.u.
gap between HOMO and LUMO = 10.101 eV

Atoms and positions in Å:
K 3.900 -0.841 0.502
K 3.190 0.128 -3.646
B 1.354 0.618 -0.849
F 1.240 0.527 0.550
F 1.098 -0.672 -1.390
F 0.483 1.520 -1.437
F 2.695 0.945 -1.143
B 6.108 -0.033 -2.146
F 5.134 0.883 -1.669
F 5.604 -0.646 -3.323
F 7.203 0.747 -2.494
F 6.358 -1.003 -1.163
C 0.822 -3.582 -2.982
C 0.928 -3.644 -1.466
C -0.368 -3.429 -0.684
O -0.457 -4.554 0.171
C 0.611 -5.365 0.000
O 0.867 -6.306 0.673
O 1.342 -4.959 -1.066
H 0.755 -2.549 -3.312
H -0.014 -4.191 -3.332
H 1.706 -4.075 -3.394
H 1.747 -2.968 -1.205
H -1.219 -3.318 -1.359
H -0.381 -2.505 -0.106
C -3.833 1.847 1.107
C -3.868 0.862 -0.021
C -2.506 0.162 -0.319
O -2.729 -1.206 -0.029
C -4.004 -1.390 0.412
O -4.437 -2.447 0.742
O -4.696 -0.237 0.405
H -3.366 1.360 1.973
H -4.833 2.122 1.436
H -3.230 2.728 0.893
H -4.192 1.266 -0.981
H -1.779 0.598 0.377
H -2.126 0.382 -1.313
C -0.145 2.129 3.416
C 0.242 3.382 2.673
C -0.132 3.421 1.194
O -1.324 4.195 1.139
C -1.543 4.803 2.333
O -2.459 5.524 2.550
O -0.598 4.451 3.218
H -0.167 2.240 4.497
H 0.556 1.304 3.240
H -1.103 1.747 3.055
H 1.251 3.713 2.907
H -0.293 2.415 0.811
H 0.609 3.903 0.557



[5]
Molecular formula: C12H18F3N3O15
Method: DFT, ωB97M-V with the def2-TZVPD basis set

Properties
energy above the lowest of the compared OMol25 structures with the same formula, charge and spin = 60.6 kcal/mol
LUMO level = -0.0047 hartree
multiplicity = 1
calculated total energy = -2060.1919 a.u.
SMILES = O=C1OC[C@@H](F)O1.O=C1OC[C@@H](F)O1.O=C1OC[C@@H](F)O1.C[N+](=O)[O-].C[N+](=O)[O-].C[N+](=O)[O-]
gap between HOMO and LUMO = 10.513 eV

Atoms and positions in Å:
O 0.431 4.327 2.037
C 1.479 4.096 1.503
O 2.345 3.233 1.792
C 3.379 3.307 0.862
C 2.921 4.181 -0.253
F 2.618 3.591 -1.421
O 1.764 4.684 0.308
H 4.276 3.692 1.347
H 3.663 2.337 0.453
H 3.627 5.005 -0.363
O 0.975 -5.172 -2.174
C 1.475 -4.147 -1.736
O 2.588 -4.193 -1.163
C 2.980 -2.833 -0.699
C 2.270 -1.926 -1.652
F 2.914 -1.780 -2.795
O 1.096 -2.809 -1.967
H 2.579 -2.514 0.263
H 4.017 -2.540 -0.532
H 1.851 -0.977 -1.316
O 1.835 -5.072 2.816
C 0.819 -4.899 2.070
O -0.065 -5.850 1.752
C -0.888 -5.388 0.771
C -0.744 -3.837 0.933
F -1.540 -3.351 1.928
O 0.606 -3.807 1.309
H -0.611 -5.842 -0.181
H -1.879 -5.833 0.861
H -0.942 -3.233 0.047
C -1.065 1.193 0.667
N 0.016 0.222 0.814
O 1.160 0.615 1.010
O -0.290 -1.027 0.823
H -1.236 1.523 1.692
H -1.817 0.535 0.231
H -0.747 1.981 -0.015
C -1.946 0.778 -3.998
N -0.958 0.810 -2.834
O -0.324 1.857 -2.651
O -0.863 -0.126 -2.133
H -1.774 -0.142 -4.556
H -1.719 1.729 -4.479
H -2.838 0.667 -3.381
C -4.866 4.248 1.645
N -3.962 3.368 2.433
O -3.101 3.920 3.045
O -4.107 2.122 2.266
H -4.390 4.610 0.734
H -5.200 4.924 2.432
H -5.813 3.743 1.452



[6]
Molecular formula: C12H18F6O12S2
Method: DFT, ωB97M-V with the def2-TZVPD basis set

Properties
energy above the lowest of the compared OMol25 structures with the same formula, charge and spin = 0.0 kcal/mol
LUMO level = 0.0021 hartree
multiplicity = 1
calculated total energy = -2766.4906 a.u.
gap between HOMO and LUMO = 11.195 eV

Atoms and positions in Å:
C -1.106 1.089 -3.029
C -0.489 -0.177 -3.589
O 0.623 0.117 -4.448
C 0.799 -0.659 -5.498
O 0.054 -1.480 -5.945
C 2.156 -0.392 -6.191
F 1.971 0.263 -7.336
F 2.998 0.319 -5.440
F 2.737 -1.556 -6.481
H -1.850 0.776 -2.299
H -1.579 1.697 -3.801
H -0.336 1.682 -2.539
H -1.204 -0.854 -4.049
H -0.098 -0.743 -2.731
C 0.170 -4.040 -0.951
C -0.364 -2.916 -0.083
O 0.650 -1.950 0.209
C 1.515 -2.220 1.162
O 1.606 -3.238 1.788
C 2.457 -1.031 1.422
F 3.722 -1.452 1.270
F 2.257 -0.004 0.621
F 2.336 -0.618 2.690
H 0.597 -3.704 -1.897
H -0.631 -4.737 -1.210
H 0.917 -4.612 -0.400
H -0.820 -3.363 0.799
H -1.088 -2.319 -0.635
C 1.069 2.428 3.950
C 2.572 2.557 3.815
O 2.699 3.116 2.504
S 1.485 4.117 2.228
O 0.813 3.696 1.067
O 1.911 5.452 2.358
O 0.637 3.734 3.521
H 0.681 2.159 4.923
H 0.737 1.712 3.190
H 3.095 1.605 3.831
H 2.981 3.241 4.560
C -4.282 -0.462 2.011
C -4.006 0.953 2.524
O -2.624 0.922 2.878
S -1.859 0.143 1.732
O -0.688 -0.445 2.240
O -1.797 0.915 0.550
O -3.011 -0.950 1.523
H -5.015 -0.467 1.207
H -4.600 -1.167 2.779
H -4.544 1.174 3.440
H -4.252 1.689 1.761



[7]
Molecular formula: C12H18FI2O6
Method: DFT, ωB97M-V with the def2-TZVPD basis set

Properties
total charge = +1
LUMO level = -0.2087 hartree
multiplicity = 1
calculated total energy = -1614.0645 a.u.
gap between HOMO and LUMO = 5.278 eV

Atoms and positions in Å:
C -1.773 -1.069 2.650
C -0.988 -1.969 1.479
O -1.715 -2.302 0.414
O 0.395 -2.339 1.780
C 1.287 -2.241 0.607
O 1.087 -3.158 -0.360
C 2.476 -1.124 0.662
C 2.641 -0.191 -0.701
O 2.046 -0.754 -1.909
C 0.766 -0.199 -2.300
O -0.347 -0.916 -1.982
C 0.488 1.153 -3.209
C -0.784 1.007 -4.241
C -2.084 1.882 -3.754
F -2.540 1.496 -2.390
C 2.413 1.414 -0.455
I 3.979 2.823 -1.201
C 1.258 2.076 0.197
C 0.022 1.202 0.806
I 1.153 4.297 0.376
H -2.563 -0.348 2.174
H -2.314 -1.819 3.374
H -0.983 -0.468 3.299
H 3.485 -1.734 0.856
H 2.391 -0.411 1.617
H 3.820 -0.263 -0.916
H 0.466 2.146 -2.557
H 1.454 1.268 -3.900
H -0.424 1.418 -5.302
H -1.045 -0.133 -4.388
H -1.854 3.048 -3.840
H -2.984 1.631 -4.494
H 0.394 0.447 1.645
H -0.685 0.710 0.012
H -0.670 1.975 1.399
O -2.096 -2.111 5.919
H -1.949 -3.078 6.081
H -1.304 -1.576 6.178
H -2.916 -1.789 6.374